Record 1
{"formula": "C3H3InLiO2", "method": "ωB97M-V with the def2-TZVPD basis set", "e_homo_ha": [-0.85995, -0.85976], "homo_lumo_gap_ev": [5.560, 5.554], "charge": 3, "elements": ["H", "O", "C", "C", "C", "O", "In", "Li", "H", "H"], "coordinates": [[2.351, -0.052, 1.804], [-0.362, -0.886, -1.054], [-1.002, -0.142, -0.169], [-0.577, 0.899, 0.561], [1.610, -0.149, 0.996], [0.568, 0.489, 1.354], [1.404, -1.442, -0.667], [-1.234, -1.038, -2.710], [-0.762, 1.944, 0.343], [-1.997, 0.375, -0.459]]}

Record 2
{"formula": "C30H58Br16NO3", "method": "ωB97M-V with the def2-TZVPD basis set", "e_homo_ha": [-0.29551, -0.33918], "multiplicity": 2, "homo_lumo_gap_ev": [8.282, 9.471], "elements": ["C", "C", "C", "C", "O", "C", "C", "O", "C", "C", "C", "C", "N", "O", "C", "C", "C", "C", "H", "H", "H", "H", "H", "H", "H", "H", "H", "H", "H", "H", "H", "H", "H", "H", "H", "H", "H", "H", "H", "H", "H", "H", "H", "H", "Br", "C", "C", "Br", "H", "H", "H", "H", "Br", "C", "C", "Br", "H", "H", "H", "H", "Br", "C", "C", "Br", "H", "H", "H", "H", "Br", "C", "C", "Br", "H", "H", "H", "H", "Br", "C", "C", "Br", "H", "H", "H", "H", "Br", "C", "C", "Br", "H", "H", "H", "H", "Br", "C", "C", "Br", "H", "H", "H", "H", "Br", "C", "C", "Br", "H", "H", "H", "H"], "coordinates": [[4.997, -0.889, 1.135], [3.788, -0.762, 0.211], [3.164, 0.652, 0.118], [4.055, 1.747, 0.704], [5.192, 2.047, -0.132], [5.311, 3.359, -0.474], [5.475, 3.631, -1.945], [5.328, 4.268, 0.363], [2.907, 1.023, -1.350], [1.763, 0.263, -2.052], [1.203, 1.148, -3.162], [2.318, -0.999, -2.755], [0.732, -0.213, -1.101], [-0.358, -0.569, -1.660], [0.551, 0.578, 0.130], [-0.450, -0.185, 1.030], [-0.087, 1.938, -0.177], [1.851, 0.731, 0.925], [5.437, -1.873, 0.982], [4.709, -0.857, 2.183], [5.778, -0.165, 0.928], [4.060, -1.149, -0.764], [3.028, -1.432, 0.603], [3.443, 2.645, 0.766], [4.373, 1.520, 1.717], [6.533, 3.540, -2.182], [4.925, 2.935, -2.565], [5.182, 4.652, -2.148], [3.812, 0.841, -1.916], [2.692, 2.091, -1.403], [1.967, 1.199, -3.938], [1.034, 2.174, -2.848], [0.317, 0.726, -3.620], [2.366, -1.831, -2.063], [1.603, -1.288, -3.523], [3.275, -0.805, -3.223], [-0.175, -0.038, 2.070], [-1.469, 0.126, 0.851], [-0.344, -1.247, 0.823], [-1.081, 1.754, -0.567], [0.514, 2.554, -0.838], [-0.190, 2.493, 0.749], [1.774, 1.667, 1.468], [1.898, -0.053, 1.676], [3.103, -4.030, -0.326], [2.845, -5.401, -1.680], [4.111, -5.649, -2.455], [4.470, -4.220, -3.725], [2.024, -5.069, -2.308], [2.548, -6.298, -1.141], [4.021, -6.553, -3.052], [4.983, -5.720, -1.813], [-2.542, 2.351, 2.554], [-3.680, 3.561, 1.543], [-4.726, 2.800, 0.779], [-3.941, 1.914, -0.768], [-3.027, 4.136, 0.894], [-4.128, 4.223, 2.278], [-5.486, 3.472, 0.386], [-5.202, 2.030, 1.376], [-5.650, -3.917, -1.268], [-6.036, -2.173, -2.044], [-5.066, -1.805, -3.133], [-3.350, -1.259, -2.407], [-6.023, -1.458, -1.229], [-7.045, -2.253, -2.444], [-5.438, -0.944, -3.683], [-4.876, -2.621, -3.822], [5.816, -4.155, 4.302], [5.557, -5.552, 2.974], [6.829, -5.858, 2.230], [7.241, -4.469, 0.934], [4.763, -5.213, 2.315], [5.222, -6.424, 3.530], [6.719, -6.774, 1.654], [7.690, -5.943, 2.884], [-9.122, 1.498, 2.657], [-9.325, 0.021, 1.408], [-8.039, -0.273, 0.686], [-7.663, 1.053, -0.689], [-10.130, 0.289, 0.731], [-9.626, -0.833, 2.011], [-8.103, -1.226, 0.164], [-7.182, -0.284, 1.353], [-5.498, -7.424, 0.152], [-5.225, -8.542, -1.414], [-5.942, -7.991, -2.617], [-7.859, -8.313, -2.527], [-5.556, -9.541, -1.149], [-4.151, -8.547, -1.584], [-5.606, -8.493, -3.522], [-5.810, -6.919, -2.723], [1.185, 4.467, 1.890], [2.875, 5.332, 2.337], [2.674, 6.777, 2.705], [2.328, 7.881, 1.139], [3.532, 5.200, 1.484], [3.271, 4.779, 3.186], [3.577, 7.182, 3.155], [1.836, 6.923, 3.378], [-4.800, 6.907, 2.077], [-3.054, 7.763, 2.210], [-2.059, 6.909, 2.951], [-2.375, 6.925, 4.870], [-3.217, 8.726, 2.682], [-2.728, 7.912, 1.184], [-1.053, 7.302, 2.817], [-2.082, 5.869, 2.641]]}

Record 3
{"formula": "C39H44Br2KN2O2S", "method": "ωB97M-V with the def2-TZVPD basis set", "e_homo_ha": -0.13574, "homo_lumo_gap_ev": 5.659, "charge": -1, "elements": ["K", "C", "C", "C", "C", "C", "H", "H", "H", "H", "H", "C", "C", "C", "C", "C", "C", "C", "Br", "C", "O", "C", "C", "C", "C", "C", "C", "H", "H", "H", "H", "H", "H", "H", "H", "H", "H", "H", "H", "H", "H", "H", "H", "H", "H", "H", "H", "Br", "C", "C", "C", "C", "C", "C", "N", "C", "C", "C", "C", "C", "C", "N", "H", "H", "H", "H", "H", "H", "H", "H", "H", "C", "C", "C", "C", "C", "C", "C", "S", "C", "O", "H", "H", "H", "H", "H", "H", "H", "H", "H", "H"], "coordinates": [[-1.330, 1.269, 1.467], [-3.347, 2.654, 3.088], [-2.149, 3.277, 3.488], [-1.763, 4.161, 2.464], [-2.721, 4.087, 1.440], [-3.697, 3.148, 1.823], [-3.897, 1.914, 3.655], [-1.631, 3.129, 4.428], [-0.888, 4.797, 2.473], [-2.735, 4.683, 0.535], [-4.572, 2.867, 1.252], [5.088, -3.372, 0.315], [3.890, -4.073, -0.341], [4.307, -4.501, -1.749], [3.555, -5.338, 0.460], [2.690, -3.131, -0.358], [2.178, -2.640, 0.842], [1.123, -1.766, 0.840], [0.496, -1.128, 2.527], [0.462, -1.267, -0.331], [-0.450, -0.380, -0.249], [0.972, -1.833, -1.550], [2.059, -2.701, -1.514], [0.434, -1.474, -2.946], [1.452, -0.574, -3.660], [-0.920, -0.764, -2.957], [0.238, -2.755, -3.776], [5.955, -4.037, 0.346], [4.859, -3.071, 1.337], [5.360, -2.473, -0.239], [5.173, -5.163, -1.692], [4.581, -3.641, -2.362], [3.507, -5.038, -2.259], [4.415, -6.011, 0.493], [2.715, -5.871, 0.013], [3.282, -5.092, 1.486], [2.610, -2.934, 1.790], [2.433, -3.058, -2.463], [1.616, 0.337, -3.081], [1.094, -0.295, -4.656], [2.416, -1.073, -3.771], [-0.878, 0.227, -2.524], [-1.653, -1.325, -2.382], [-1.265, -0.691, -3.995], [1.160, -3.318, -3.910], [-0.142, -2.501, -4.770], [-0.487, -3.412, -3.293], [-1.958, -2.326, 8.391], [-2.342, -1.882, 6.585], [-3.117, -2.742, 5.829], [-3.398, -2.420, 4.510], [-2.896, -1.243, 3.959], [-2.156, -0.365, 4.750], [-1.861, -0.692, 6.061], [-3.140, -0.843, 2.633], [-3.240, -1.722, 1.726], [-3.596, -1.343, 0.340], [-3.961, -2.341, -0.559], [-4.409, -1.967, -1.817], [-4.444, -0.621, -2.130], [-4.007, 0.295, -1.176], [-3.598, -0.043, 0.033], [-3.505, -3.652, 6.266], [-4.026, -3.076, 3.924], [-1.833, 0.579, 4.331], [-1.275, -0.020, 6.673], [-3.115, -2.797, 1.900], [-3.907, -3.382, -0.270], [-4.710, -2.716, -2.539], [-4.779, -0.271, -3.097], [-3.996, 1.358, -1.397], [3.407, 7.358, -2.447], [2.785, 6.064, -2.008], [2.559, 5.037, -2.919], [1.983, 3.842, -2.518], [1.619, 3.678, -1.194], [1.845, 4.680, -0.262], [2.426, 5.866, -0.678], [0.852, 2.157, -0.652], [-0.813, 2.674, -1.122], [0.895, 2.208, 0.839], [3.613, 7.349, -3.517], [4.346, 7.548, -1.927], [2.745, 8.200, -2.242], [2.846, 5.175, -3.955], [1.824, 3.043, -3.232], [1.559, 4.505, 0.767], [2.600, 6.652, 0.047], [-1.022, 3.612, -0.611], [-1.559, 1.940, -0.823], [-0.838, 2.798, -2.204]]}

Record 4
{"formula": "C11H15N", "method": "ωB97M-V with the def2-TZVPD basis set", "e_homo_ha": [0.03192, -0.10122], "multiplicity": 2, "homo_lumo_gap_ev": [2.275, 5.820], "charge": -1, "elements": ["C", "C", "C", "C", "C", "C", "C", "C", "C", "N", "H", "H", "H", "H", "H", "H", "H", "H", "H", "C", "C", "H", "H", "H", "H", "H", "H"], "coordinates": [[-0.422, 3.383, -0.286], [-0.654, 0.919, -0.623], [0.111, 2.004, -0.267], [1.307, 0.178, 0.050], [1.395, 1.608, 0.235], [2.378, -0.616, 0.343], [2.411, 2.234, 0.787], [3.537, 0.059, 0.595], [3.561, 1.399, 0.835], [0.047, -0.253, -0.418], [-1.622, 0.998, -0.977], [-0.198, -1.214, -0.516], [-0.258, 3.739, -1.352], [0.251, 4.078, 0.321], [2.320, -1.746, 0.278], [2.519, 3.086, 1.474], [4.378, -0.622, 0.714], [4.612, 1.734, 1.078], [-1.571, 3.427, -0.275], [-2.406, -3.454, 0.139], [-3.489, -2.647, -0.576], [-1.522, -2.795, 0.487], [-3.015, -4.121, 0.804], [-1.951, -4.079, -0.578], [-3.827, -1.881, 0.013], [-3.480, -2.325, -1.634], [-4.412, -3.093, -0.651]]}